[1]
{"formula": "C18H49N4O6V", "method": "ωB97M-V/def2-TZVPD", "orbital_gap_ev": [7.9, 8.2], "homo_energy_ev": [-11.36, -11.37], "s_squared": 0.782, "total_charge": 1, "de_lowest_kj_mol": 22.8, "spin_multiplicity": 2, "symbols": ["O", "V", "C", "C", "O", "H", "H", "H", "H", "H", "C", "C", "C", "O", "C", "N", "H", "H", "H", "H", "H", "H", "H", "H", "H", "H", "H", "C", "C", "C", "O", "C", "N", "H", "H", "H", "H", "H", "H", "H", "H", "H", "H", "H", "C", "C", "C", "O", "C", "N", "H", "H", "H", "H", "H", "H", "H", "H", "H", "H", "H", "C", "C", "C", "O", "C", "N", "H", "H", "H", "H", "H", "H", "H", "H", "H", "H", "H"], "coordinates": [[12.061097, 6.054250, 25.275015], [11.063510, 7.182344, 25.826999], [9.124204, 7.365173, 21.733139], [10.207377, 7.784634, 22.736051], [9.987590, 7.402202, 24.043904], [9.266691, 7.902899, 20.799822], [8.137536, 7.463441, 22.186974], [9.220534, 6.290349, 21.553911], [10.224854, 8.889243, 22.702211], [11.169192, 7.473132, 22.301034], [12.139424, 2.936796, 29.707993], [11.930196, 2.466473, 28.277963], [10.729370, 1.553416, 28.092975], [10.986710, 0.682407, 27.010009], [9.860970, -0.066616, 26.589203], [11.768356, 3.665057, 27.432791], [11.999863, 2.178284, 30.487736], [11.242863, 3.489479, 30.029682], [13.084385, 3.449484, 29.857314], [12.854069, 1.941017, 28.007258], [9.905957, 2.215142, 27.790492], [10.456299, 1.031337, 29.015077], [10.151089, -0.496938, 25.634656], [8.936139, 0.515766, 26.520203], [9.670692, -0.855786, 27.325769], [11.967924, 3.392329, 26.467619], [12.505932, 4.326311, 27.658301], [10.178522, 11.413738, 26.507237], [10.591397, 10.089251, 25.886493], [12.023761, 10.018224, 25.413983], [12.339147, 8.689739, 24.938640], [13.597361, 8.647279, 24.269180], [10.172759, 8.934519, 26.724021], [9.103922, 11.462118, 26.697504], [10.371387, 12.269269, 25.863453], [10.640975, 11.487392, 27.496514], [9.981365, 9.986830, 24.980827], [12.658158, 10.158499, 26.304499], [12.335131, 10.756832, 24.678835], [14.348510, 9.166252, 24.868288], [13.574548, 9.067548, 23.264434], [13.872921, 7.597257, 24.208907], [10.439693, 9.111301, 27.700007], [9.161428, 8.972285, 26.855084], [8.300285, 4.676238, 25.488163], [8.431521, 5.703243, 26.583107], [7.583524, 5.430574, 27.820126], [7.842457, 6.447362, 28.770703], [6.764623, 6.648149, 29.659858], [9.851692, 5.846673, 27.054063], [8.983398, 4.843584, 24.656436], [7.277103, 4.517264, 25.160558], [8.700987, 3.738783, 25.902474], [8.062571, 6.663863, 26.203873], [7.800039, 4.445788, 28.252592], [6.542422, 5.435964, 27.483376], [5.787151, 6.703959, 29.169604], [6.803827, 7.609438, 30.174447], [6.777177, 5.857020, 30.414546], [10.182567, 4.867488, 27.081851], [9.766610, 6.165242, 28.019412], [13.225232, 2.318500, 22.509407], [12.358405, 3.094523, 23.509884], [11.032331, 2.374991, 23.756920], [10.199574, 2.302246, 22.649043], [9.650720, 3.458035, 22.090505], [13.091936, 3.246983, 24.783192], [12.867515, 2.473467, 21.489581], [13.288100, 1.242177, 22.690214], [14.270403, 2.642159, 22.535304], [12.175470, 4.071154, 23.060255], [10.582347, 2.980709, 24.565937], [11.217255, 1.434860, 24.279940], [10.430635, 4.220244, 21.954536], [8.882857, 3.949750, 22.698036], [9.254907, 3.250574, 21.099984], [13.434267, 2.331049, 25.078290], [13.960024, 3.684447, 24.481430]], "forces_ev_per_a": [[-0.807, 1.735, 1.667], [0.025, -3.175, -5.707], [0.269, -1.083, 1.074], [0.246, 1.235, -0.607], [0.204, -0.905, 3.136], [-0.279, 0.075, -0.016], [-0.078, 0.512, -0.272], [0.057, 0.042, -0.244], [0.178, 0.083, -0.049], [0.159, -0.223, 0.387], [-1.745, -0.487, 0.951], [0.706, 0.284, 0.543], [0.031, 0.416, -0.526], [-0.003, 0.304, 0.002], [0.360, -0.290, 0.600], [-0.150, -0.405, -0.091], [0.877, -0.637, -0.487], [0.459, 0.977, -0.432], [-0.148, 0.260, 0.051], [-0.242, -0.331, -0.222], [-0.269, -0.077, 0.310], [0.079, -0.242, -0.046], [-0.318, -0.099, -0.047], [0.173, 0.265, -0.240], [-0.054, -0.155, -0.177], [0.081, 0.335, -0.019], [0.043, -0.029, -0.060], [0.050, -0.163, 0.600], [-1.726, 0.577, -1.866], [1.002, -0.676, 1.602], [-0.894, 0.937, 0.317], [0.560, -0.695, 0.250], [0.539, 0.741, 1.483], [-0.038, -0.349, -0.146], [0.442, -0.003, 0.132], [0.235, 0.514, -0.159], [0.040, -0.226, 0.004], [0.186, 0.256, -0.150], [-0.535, 0.110, -0.129], [-0.019, 0.045, 0.000], [-0.399, 0.141, 0.059], [-0.037, -0.003, -0.057], [0.468, 0.029, -0.162], [-0.078, -0.300, -0.684], [1.037, -1.007, 0.647], [-0.354, 1.078, 0.326], [-0.185, -0.377, -0.520], [-0.220, 0.558, -0.480], [-0.513, 0.025, 0.706], [-0.819, 0.289, -1.002], [-0.311, 0.608, -0.113], [-0.005, 0.125, -0.067], [-0.445, -0.200, -0.031], [0.308, 0.102, -0.019], [0.033, -0.045, -0.021], [-0.110, 0.038, 0.266], [0.143, -0.465, -0.302], [0.748, -0.021, -0.076], [-0.285, 0.020, -0.007], [0.970, 0.310, 0.305], [0.242, -0.060, 0.040], [0.164, 0.038, -0.516], [0.816, -1.413, -0.605], [0.222, 2.235, 1.509], [-0.369, -1.702, -0.485], [0.816, 1.174, 0.202], [0.205, 0.003, -0.486], [-0.007, -0.175, -0.015], [-0.395, 0.006, 0.177], [-0.101, 0.323, -0.017], [-0.026, 0.200, 0.453], [-0.382, 0.009, -0.137], [-0.184, -0.502, -0.817], [-0.057, 0.027, -0.106], [-0.139, -0.373, 0.131], [-0.086, -0.367, 0.109], [-0.333, -0.150, -0.090], [-0.028, 0.367, 0.467]]}

[2]
{"formula": "C18H50N8O6P2", "method": "ωB97M-V/def2-TZVPD", "orbital_gap_ev": 8.5, "homo_energy_ev": -8.01, "total_charge": 0, "smiles": "CN(C)P(=O)(N(C)C)N(C)C.CN(C)P(=O)(N(C)C)N(C)C.CNCOC(=O)OC[C@H](O)CN", "symbols": ["C", "N", "C", "O", "C", "O", "O", "C", "C", "O", "C", "N", "H", "H", "H", "H", "H", "H", "H", "H", "H", "H", "H", "H", "H", "H", "O", "P", "N", "C", "C", "N", "C", "C", "N", "C", "C", "H", "H", "H", "H", "H", "H", "H", "H", "H", "H", "H", "H", "H", "H", "H", "H", "H", "H", "O", "P", "N", "C", "C", "N", "C", "C", "N", "C", "C", "H", "H", "H", "H", "H", "H", "H", "H", "H", "H", "H", "H", "H", "H", "H", "H", "H", "H"], "coordinates": [[3.739158, -1.043260, -0.191663], [3.027374, -1.800711, -1.217892], [2.963273, -3.195988, -0.945014], [2.034707, -3.516863, 0.095508], [0.926403, -2.745434, 0.140563], [0.845099, -1.678680, 0.710882], [-0.144991, -3.315865, -0.470064], [-1.299390, -3.365003, 0.369934], [-2.454349, -2.558220, -0.199451], [-2.850141, -3.081342, -1.461768], [-2.176638, -1.066874, -0.369903], [-3.368466, -0.397095, -0.913288], [4.534958, -0.428588, -0.605034], [4.209734, -1.700694, 0.539876], [3.050269, -0.410910, 0.359459], [3.369224, -1.607679, -2.143082], [2.779894, -3.734419, -1.874320], [3.932195, -3.553230, -0.586703], [-1.090853, -3.090703, 1.399424], [-1.655513, -4.397039, 0.397764], [-3.313015, -2.659860, 0.474334], [-2.400082, -3.915093, -1.599281], [-1.825226, -0.603695, 0.547320], [-1.397620, -0.978152, -1.124932], [-3.393952, -0.529971, -1.910872], [-4.186187, -0.806561, -0.485447], [1.531483, 1.825369, -5.549602], [0.056371, 1.664990, -5.832025], [-0.237821, 3.138682, -6.664616], [-0.966669, 4.312583, -6.251805], [0.510523, 3.331716, -7.896256], [-0.468939, 1.569463, -4.191715], [-1.374474, 2.493942, -3.550383], [0.525278, 1.141267, -3.215170], [-1.410842, 0.962591, -6.344767], [-2.369049, 1.510697, -7.284562], [-1.893701, -0.246967, -5.680144], [-1.624699, 4.657456, -7.061799], [-0.293032, 5.138159, -5.990957], [-1.629172, 4.143549, -5.408550], [0.129611, 2.683997, -8.699935], [1.572517, 3.108540, -7.761091], [0.441359, 4.359654, -8.249442], [-0.928092, 3.482975, -3.383356], [-1.671378, 2.097791, -2.575983], [-2.306899, 2.600375, -4.112497], [1.187297, 1.961856, -2.911873], [1.138103, 0.336909, -3.615102], [0.038098, 0.745576, -2.319889], [-3.053110, 2.202206, -6.783720], [-2.970082, 0.715380, -7.731861], [-1.895088, 2.017537, -8.121178], [-2.621288, -0.000697, -4.901524], [-1.077705, -0.801070, -5.224095], [-2.371144, -0.924910, -6.392450], [-1.186705, -0.551777, 7.413108], [-0.081499, 0.082936, 6.603838], [-0.484376, -0.518185, 5.046406], [0.176491, -1.502532, 4.225019], [-1.789773, -0.132095, 4.535657], [1.242265, -0.668412, 7.423705], [2.199133, -1.549172, 6.794259], [0.977471, -1.125548, 8.785038], [0.971916, 1.270621, 5.981446], [1.196240, 1.605885, 4.587856], [1.898656, 1.948298, 6.886009], [0.247538, -1.146859, 3.188751], [-0.367834, -2.457355, 4.218918], [1.202325, -1.707916, 4.513700], [-1.806163, 0.927827, 4.241863], [-2.575306, -0.285366, 5.281165], [-2.063536, -0.714912, 3.656355], [1.755141, -2.514272, 6.517904], [3.031764, -1.752402, 7.472607], [2.653263, -1.084593, 5.914820], [0.467581, -2.096093, 8.805683], [0.364118, -0.409087, 9.324588], [1.917368, -1.216382, 9.336723], [1.935606, 0.935045, 4.140231], [1.573382, 2.626880, 4.492138], [0.284861, 1.580010, 3.996460], [2.885220, 1.477077, 6.859809], [1.536597, 1.929637, 7.910368], [2.014934, 3.001056, 6.615573]], "forces_ev_per_a": [[-0.021, 0.279, 0.148], [-0.014, 0.022, 0.367], [1.276, 0.173, -0.630], [-0.440, 0.258, -0.413], [-0.523, 1.519, 0.505], [0.257, -1.457, -0.399], [0.780, -0.485, 0.591], [-1.258, -0.004, -0.109], [0.333, 0.297, 0.168], [-0.027, 0.145, -0.127], [-0.452, -0.352, -0.940], [0.656, 0.368, 0.620], [-0.034, 0.101, -0.211], [-0.006, -0.209, 0.009], [-0.055, 0.130, 0.044], [-0.081, -0.095, -0.155], [-0.600, -0.089, 0.042], [-0.118, -0.306, 0.399], [0.253, 0.321, 0.004], [0.318, -0.240, -0.086], [0.063, -0.118, 0.274], [0.059, -0.184, -0.139], [-0.065, -0.009, 0.193], [0.279, 0.125, 0.131], [-0.276, -0.206, -0.078], [-0.289, 0.091, -0.234], [-0.118, -2.756, -2.114], [-1.895, 4.639, 2.993], [0.038, -0.107, -0.262], [-0.467, 0.004, -0.034], [0.359, -0.375, 0.017], [0.584, -0.327, 0.554], [-0.756, -0.161, -0.265], [0.432, -0.015, -0.062], [1.153, -1.300, -0.332], [0.152, 0.043, -0.657], [0.092, -0.223, -0.064], [0.101, 0.050, -0.027], [-0.008, -0.015, 0.028], [0.148, -0.166, 0.072], [0.063, 0.074, -0.057], [-0.032, -0.032, 0.013], [-0.130, 0.047, 0.136], [-0.030, 0.009, -0.030], [0.068, -0.038, -0.003], [0.086, 0.127, -0.112], [0.072, -0.070, 0.027], [0.093, 0.103, -0.030], [-0.202, 0.112, -0.066], [0.049, 0.057, -0.001], [0.054, -0.110, 0.162], [0.045, 0.162, 0.144], [0.020, 0.018, 0.015], [0.002, 0.083, 0.123], [0.020, 0.109, -0.095], [-0.627, 3.383, 0.315], [2.472, -4.881, -1.949], [-0.155, 0.200, -0.030], [0.350, 0.137, -0.381], [-0.235, 0.202, 0.420], [-0.174, -0.118, 0.819], [0.344, 0.416, -0.376], [-0.240, -0.111, 0.041], [-0.941, 0.925, 1.164], [-0.475, 0.308, -0.356], [-0.079, 0.197, 0.139], [-0.100, -0.072, -0.003], [0.030, -0.004, 0.050], [-0.061, 0.061, 0.233], [-0.096, -0.041, -0.058], [0.037, 0.025, 0.012], [0.181, -0.077, -0.010], [0.074, -0.013, -0.060], [-0.093, 0.047, 0.122], [-0.157, -0.048, -0.105], [-0.033, 0.013, 0.082], [-0.103, -0.060, -0.057], [0.104, -0.014, -0.181], [-0.058, -0.057, -0.014], [0.055, -0.018, 0.199], [0.021, -0.224, 0.010], [-0.010, -0.027, 0.009], [0.048, -0.134, 0.026], [-0.085, -0.035, -0.113]]}

Which formula does entry 1 have? C18H49N4O6V